Here is a structure of composition C34H91Li2N9O16 from the OMol25 dataset. Energies are from ωB97M-V with the def2-TZVPD basis set.

Its total energy is -3061.615412 Ha. The molar mass comes out at 896.0 g mol⁻¹. Its HOMO energy is -7.81 eV. The HOMO-LUMO gap is 0.2755 Ha. As for the net charge: 0.

Each line ends with the Löwdin charge.
Positions of all 152 atoms, in Å:
Li  -14.946  -0.624  -4.957  0.67
Li  -14.771  -0.985  -0.966  0.60
O  -16.245  0.132  -0.166  -0.41
C  -16.704  0.873  -1.300  -0.33
C  -15.654  0.946  -2.501  -0.37
O  -14.819  -0.130  -2.933  -0.44
H  -16.955  1.895  -1.006  0.07
H  -17.603  0.346  -1.632  0.08
H  -14.973  1.783  -2.320  0.05
H  -16.203  1.421  -3.321  0.08
C  -13.597  4.489  0.543  -0.74
O  -12.663  5.231  0.193  -0.01
N  -14.263  3.805  -0.384  0.18
N  -14.076  4.258  1.734  0.18
H  -14.083  4.172  -1.307  0.07
H  -14.924  3.117  -0.059  0.08
H  -13.660  4.829  2.453  0.12
H  -14.797  3.562  1.858  0.07
C  -18.808  -1.105  2.275  -0.76
O  -19.664  -1.572  3.023  0.00
N  -18.201  -1.882  1.376  0.15
N  -18.264  0.071  2.216  0.19
H  -18.536  -2.833  1.365  0.11
H  -17.481  -1.494  0.786  0.07
H  -17.680  0.243  1.409  0.06
H  -18.458  0.824  2.858  0.09
C  -11.090  -5.642  -2.528  -0.09
O  -11.807  -4.420  -2.336  -0.19
C  -13.199  -4.603  -2.391  -0.22
C  -13.898  -3.267  -2.075  -0.20
N  -14.200  -3.138  -0.643  -0.09
C  -13.031  -2.961  0.219  -0.16
C  -12.259  -1.669  -0.097  -0.15
O  -13.219  -0.565  -0.033  -0.25
C  -12.580  0.644  -0.362  -0.09
H  -10.542  -5.902  -1.621  0.09
H  -10.364  -5.505  -3.329  0.09
H  -11.687  -6.527  -2.753  0.09
H  -13.585  -5.433  -1.797  0.13
H  -13.532  -4.736  -3.425  0.11
H  -14.797  -3.137  -2.676  0.10
H  -13.281  -2.423  -2.384  0.10
H  -14.708  -3.985  -0.428  0.11
H  -12.405  -3.840  0.059  0.11
H  -13.423  -3.022  1.235  0.13
H  -11.793  -1.667  -1.083  0.12
H  -11.426  -1.442  0.569  0.13
H  -12.981  1.485  0.203  0.09
H  -12.704  0.942  -1.405  0.07
H  -11.503  0.655  -0.186  0.10
C  -21.740  -2.024  -0.157  -0.05
O  -21.832  -0.670  -0.738  -0.21
C  -20.607  -0.163  -1.283  -0.21
C  -20.598  1.373  -1.382  -0.18
N  -19.971  2.123  -0.263  -0.03
C  -20.749  1.939  0.958  -0.20
C  -20.373  2.895  2.097  -0.19
O  -19.193  2.593  2.792  -0.25
C  -18.938  3.258  3.968  -0.11
H  -20.869  -2.028  0.499  0.06
H  -21.810  -2.839  -0.876  0.08
H  -22.591  -2.047  0.524  0.08
H  -20.557  -0.529  -2.310  0.10
H  -19.752  -0.439  -0.662  0.10
H  -21.624  1.722  -1.511  0.12
H  -20.137  1.715  -2.309  0.10
H  -19.032  1.805  -0.059  0.07
H  -20.849  0.929  1.361  0.11
H  -21.777  2.157  0.664  0.12
H  -21.223  2.923  2.781  0.13
H  -20.287  3.863  1.598  0.10
H  -19.734  3.205  4.714  0.09
H  -18.832  4.333  3.802  0.09
H  -18.033  2.902  4.460  0.10
C  -19.723  0.453  -6.996  -0.08
O  -19.302  -0.711  -6.283  -0.20
C  -18.661  -0.520  -5.013  -0.20
C  -17.714  -1.640  -4.599  -0.19
N  -16.620  -1.795  -5.569  -0.09
C  -16.144  -3.193  -5.509  -0.19
C  -14.686  -3.183  -5.950  -0.21
O  -13.933  -2.411  -4.986  -0.28
C  -12.492  -2.463  -5.203  -0.04
H  -19.020  1.254  -6.764  0.08
H  -20.780  0.692  -6.876  0.09
H  -19.545  0.268  -8.056  0.08
H  -19.476  -0.485  -4.287  0.11
H  -18.194  0.464  -4.941  0.11
H  -18.319  -2.549  -4.548  0.12
H  -17.324  -1.566  -3.583  0.12
H  -17.058  -1.725  -6.479  0.11
H  -16.765  -3.856  -6.114  0.14
H  -16.151  -3.596  -4.496  0.12
H  -14.607  -2.897  -6.999  0.13
H  -14.426  -4.239  -5.843  0.12
H  -12.225  -3.444  -5.595  0.09
H  -11.953  -2.214  -4.291  0.09
H  -12.247  -1.665  -5.904  0.09
C  -17.644  7.340  -4.875  -0.10
O  -16.776  6.201  -4.800  -0.20
C  -16.752  5.534  -3.503  -0.19
C  -15.741  4.398  -3.555  -0.21
N  -14.363  4.908  -3.673  -0.04
C  -13.310  3.832  -3.804  -0.19
C  -11.904  4.397  -3.512  -0.18
O  -11.603  5.655  -4.157  -0.19
C  -10.602  6.441  -3.582  -0.12
H  -17.553  7.992  -4.004  0.07
H  -18.685  7.052  -4.704  0.08
H  -17.573  7.887  -5.813  0.09
H  -17.764  5.195  -3.281  0.11
H  -16.458  6.226  -2.712  0.11
H  -16.030  3.832  -4.445  0.11
H  -15.791  3.794  -2.650  0.08
H  -14.270  5.528  -4.465  0.11
H  -13.416  3.464  -4.826  0.11
H  -13.490  3.032  -3.086  0.08
H  -11.205  3.669  -3.925  0.11
H  -11.915  4.452  -2.422  0.10
H  -11.041  7.429  -3.429  0.08
H  -9.722  6.552  -4.216  0.08
H  -10.405  6.155  -2.548  0.09
C  -18.748  10.686  -2.190  -0.09
O  -17.381  10.358  -2.406  -0.23
C  -16.515  10.210  -1.311  -0.21
C  -16.655  8.808  -0.657  -0.19
N  -17.458  8.852  0.581  -0.08
C  -17.836  7.509  1.163  -0.17
C  -18.985  6.753  0.444  -0.21
O  -18.676  5.960  -0.702  -0.18
C  -18.038  4.774  -0.270  -0.12
H  -19.100  9.993  -1.425  0.08
H  -19.209  10.527  -3.164  0.09
H  -18.870  11.732  -1.905  0.08
H  -16.647  11.019  -0.590  0.12
H  -15.528  10.314  -1.763  0.12
H  -15.661  8.425  -0.417  0.11
H  -17.181  8.123  -1.322  0.10
H  -16.813  9.347  1.183  0.09
H  -18.234  7.811  2.132  0.11
H  -16.964  6.874  1.330  0.11
H  -19.836  7.419  0.295  0.12
H  -19.422  6.109  1.211  0.09
H  -18.529  4.392  0.625  0.06
H  -16.981  4.965  -0.074  0.08
H  -18.078  3.981  -1.016  0.07
O  -16.499  2.396  1.749  -0.05
H  -17.449  2.454  1.888  0.00
H  -16.387  1.640  1.155  0.00
O  -12.263  0.881  -4.343  -0.05
H  -13.107  0.783  -3.893  -0.02
H  -11.647  1.128  -3.651  0.03

Atomic forces in eV per Å
0.0 -0.2 1.3
-1.0 0.5 -0.1
0.1 0.6 -0.5
1.6 -2.3 0.3
0.3 1.1 0.0
-1.1 -0.3 0.1
-0.1 0.4 -0.4
-0.4 0.3 -0.5
0.2 0.2 0.9
-0.6 -0.4 -0.6
1.7 1.1 -2.4
-0.6 -0.1 1.1
-0.3 -0.8 -1.3
0.4 0.6 3.0
-0.5 -0.6 -0.3
-0.4 0.1 -1.0
-0.3 -0.5 0.4
-0.2 0.3 0.6
-0.6 -2.3 0.8
-0.4 0.7 0.4
0.0 -2.2 -1.4
0.6 3.5 0.6
0.4 0.1 -0.4
0.2 -0.4 -0.3
0.4 0.2 0.1
-0.3 -0.3 -0.3
0.6 0.1 0.2
0.1 -1.0 0.2
-0.8 1.8 -1.4
0.6 -0.4 0.9
-0.7 1.2 -1.0
0.1 -0.6 -0.3
-1.1 0.4 0.1
1.5 -0.9 0.1
0.2 1.5 -0.2
0.1 0.2 0.1
0.0 0.0 0.0
-0.5 0.3 -0.2
0.2 0.0 0.3
0.3 -0.8 -0.4
-0.2 -0.3 0.3
0.2 -0.2 -0.1
-0.1 0.2 0.7
0.7 0.2 0.3
0.3 0.5 0.1
-0.2 -0.3 -0.3
-0.2 -0.3 0.5
-0.3 -0.3 0.2
-0.3 -0.4 -0.3
0.1 -0.4 0.3
-0.3 2.2 0.4
0.4 -0.7 0.3
-0.7 0.3 -0.1
0.2 0.3 0.4
-0.8 -0.6 0.2
-0.3 0.1 0.5
-1.1 0.4 -0.9
0.5 -1.2 -0.8
-0.2 1.6 1.2
0.2 -0.5 -0.3
0.3 0.2 -0.2
-0.1 -0.3 -0.2
0.5 -0.4 0.0
0.1 -0.5 -0.1
-0.2 0.0 0.4
0.4 -0.3 0.0
0.2 -0.3 -0.5
0.5 -0.4 -0.1
-0.1 0.4 0.3
0.0 0.0 0.3
0.1 0.4 0.3
-0.4 -0.5 -0.1
0.3 0.2 -0.2
0.1 -0.2 -0.4
1.2 -0.4 -0.2
0.8 -0.6 0.0
-1.1 0.7 0.7
-1.0 -0.1 -0.7
-0.4 -0.6 0.6
1.1 0.9 -0.1
-0.5 -1.3 1.0
0.0 -0.1 -1.0
-0.7 0.6 -0.4
-0.5 0.5 0.3
0.1 0.1 0.5
-0.2 -0.3 -0.1
0.1 0.0 0.4
0.3 0.1 -0.3
-0.1 -0.3 -0.3
0.1 0.7 0.0
-0.1 0.4 -0.2
0.1 -0.1 -0.2
-0.2 0.3 0.2
0.4 0.4 0.1
0.7 -0.1 -0.3
0.2 0.0 0.1
-0.4 -0.3 0.2
0.2 -0.2 -0.3
-0.6 -0.7 1.5
0.2 0.1 0.3
0.0 0.8 -0.6
0.4 0.8 -0.9
0.4 -0.9 1.0
-1.0 2.2 -1.0
-0.5 0.1 -0.6
-1.2 -1.4 -0.1
-0.7 0.8 0.9
0.9 0.4 -0.1
-0.3 -0.5 -0.6
0.4 -0.3 0.1
-0.1 -0.3 0.1
0.0 0.3 0.0
0.0 -0.6 0.0
-0.3 -0.1 -0.1
-0.1 0.1 0.0
0.4 -0.6 0.0
-0.1 0.0 -0.1
0.3 -0.3 0.5
0.8 0.4 0.1
0.1 0.3 -0.3
0.1 -0.4 0.1
0.5 -0.5 -0.1
1.0 -0.7 0.2
0.0 0.5 -1.0
-0.3 -0.9 -0.2
-0.5 0.2 0.3
-0.1 -0.5 -0.6
0.0 1.5 -0.6
0.1 0.3 0.8
-0.3 0.6 0.6
0.6 -0.2 -0.1
-0.7 0.2 0.0
-0.3 -0.1 0.2
0.0 0.0 0.2
-0.1 0.0 0.3
0.1 -0.1 0.2
0.2 -0.3 -0.3
0.3 0.1 -0.4
-0.5 -0.2 0.9
-0.1 -0.4 0.2
0.1 -0.2 -0.1
0.3 0.4 -0.9
0.2 -0.5 0.2
0.2 -0.1 0.1
0.1 0.0 0.2
-0.3 0.3 -0.3
0.4 0.4 -0.1
-0.3 0.3 0.2
0.4 -0.7 -0.4
0.3 -0.2 -0.5
-0.6 -0.2 0.6
0.1 0.1 0.1